[1]
This record from the OMol25 dataset describes a 11-piece molecular cluster, C22H66O11 overall at a distorted geometry. The level of theory is ωB97M-V/def2-TZVPD.

Calculated values
Lowest unoccupied orbital energy: 0.457 eV

Cartesian coordinates (Å):
C 0.3714 -0.6648 -0.6407
C 0.1045 0.2203 0.6137
O 1.2941 0.9990 0.8711
H 0.3166 -0.1492 -1.5994
H -0.4201 -1.4115 -0.7042
H 1.2735 -1.2601 -0.4985
H -0.2370 -0.2741 1.5232
H -0.6634 0.9608 0.3901
H 1.9626 0.3543 1.1141
C -1.7772 3.9988 3.9771
C -0.5613 3.0927 3.8521
O 0.1742 3.3916 2.7050
H -2.4871 3.8299 3.1674
H -1.3871 5.0119 3.8794
H -2.3097 3.9910 4.9281
H -0.9069 2.0597 3.8128
H 0.0736 3.2190 4.7290
H 0.3954 2.5787 2.2447
C -1.7559 0.7262 -5.9076
C -0.6645 1.0229 -4.8602
O -1.1848 0.9485 -3.6188
H -2.1775 -0.2616 -5.7211
H -1.4312 0.8175 -6.9441
H -2.5627 1.4572 -5.8535
H -0.2413 2.0054 -5.0696
H 0.1383 0.2940 -4.9714
H -0.8555 1.7114 -3.1381
C -3.1820 0.5143 3.7262
C -2.3542 -0.3624 4.6665
O -2.6226 -0.0084 5.9739
H -2.6683 0.5450 2.7653
H -3.5945 1.4371 4.1342
H -4.0860 -0.0409 3.4760
H -1.2954 -0.3023 4.4146
H -2.6505 -1.4016 4.5240
H -2.6126 -0.8424 6.4492
C 1.8767 5.1897 -2.1424
C 1.6290 4.0139 -1.1310
O 0.7781 3.0051 -1.7186
H 0.9780 5.7913 -2.2789
H 2.0461 4.8442 -3.1623
H 2.6129 5.9551 -1.8969
H 1.2214 4.2907 -0.1587
H 2.5883 3.5423 -0.9178
H 0.6488 2.3844 -0.9978
C -2.0615 -2.7573 -3.0592
C -0.7200 -3.2710 -3.5351
O -0.7017 -4.7069 -3.2692
H -2.8722 -3.4766 -3.1747
H -2.3530 -1.8494 -3.5872
H -2.0488 -2.4371 -2.0174
H 0.0207 -2.7846 -2.9003
H -0.4570 -2.9358 -4.5384
H -1.5760 -5.0455 -3.4750
C -1.7427 -4.1771 0.8333
C -2.2426 -4.6910 2.2685
O -3.6385 -4.7066 2.3808
H -2.0503 -4.8779 0.0571
H -0.6585 -4.2858 0.8641
H -1.9201 -3.1127 0.6794
H -1.9739 -4.0214 3.0856
H -1.7604 -5.6426 2.4922
H -4.0334 -5.2771 3.0443
C 2.9754 -3.7469 1.6916
C 2.4539 -2.2956 2.0338
O 3.1786 -1.2883 1.3062
H 4.0588 -3.7479 1.5720
H 2.6916 -4.2044 0.7438
H 2.8079 -4.4089 2.5412
H 2.6565 -2.1517 3.0951
H 1.3937 -2.1475 1.8285
H 3.9813 -1.6088 0.8883
C -4.8838 0.7457 -0.5456
C -3.4310 0.1144 -0.5404
O -3.2265 -0.6692 0.5612
H -5.5777 -0.0852 -0.6722
H -5.0707 1.4448 -1.3608
H -5.2608 1.2272 0.3567
H -2.6536 0.8772 -0.5848
H -3.4822 -0.6334 -1.3317
H -4.0360 -1.1065 0.8353
C 2.6956 0.5150 -5.7521
C 2.5014 0.1848 -4.2319
O 3.7880 -0.0288 -3.7309
H 3.4361 1.2956 -5.9260
H 1.7889 0.9163 -6.2048
H 3.0683 -0.3654 -6.2756
H 1.9581 -0.7218 -3.9657
H 2.0508 1.0130 -3.6849
H 4.4405 -0.0884 -4.4325
C 5.3142 2.1867 4.2184
C 4.9879 1.2960 3.0612
O 3.8286 0.5776 3.2930
H 5.2898 1.7096 5.1982
H 4.6263 3.0291 4.2908
H 6.3078 2.6271 4.1351
H 5.7088 0.5786 2.6690
H 4.8469 1.8868 2.1561
H 3.7824 -0.0950 2.6096

Cartesian forces (eV/Å) of the 3 atoms listed first:
-1.17 -0.63 1.21
0.82 0.70 -1.43
-0.89 0.07 0.24

[2]
This record from the OMol25 dataset describes a 11-piece molecular cluster, C22H66O11S6 overall at a distorted geometry. The level of theory is ωB97M-V/def2-TZVPD.

Calculated values
Lowest unoccupied orbital energy: -0.372 eV

Cartesian coordinates (Å):
C -4.6432 -1.1018 2.7515
C -3.9754 0.1700 3.1328
O -2.6383 0.0657 2.5897
H -4.7442 -1.0829 1.6246
H -5.6627 -1.2852 3.0822
H -4.3042 -2.0253 3.2691
H -3.9247 -0.0031 4.1705
H -4.5919 1.1255 2.8141
H -2.2869 0.9322 2.6376
C 2.9931 -1.2481 -2.5344
C 1.8319 -2.0083 -3.1463
O 1.9652 -2.6305 -4.3623
H 3.2649 -0.4823 -3.1492
H 3.7716 -1.7738 -2.1141
H 2.4939 -0.6760 -2.1000
H 1.0562 -1.3379 -3.1304
H 1.6277 -2.8300 -2.4802
H 1.3073 -3.5154 -4.4849
C 2.3089 3.8255 -2.3018
C 3.3268 4.8379 -2.1037
O 3.8364 4.9025 -0.8039
H 2.6389 2.9099 -1.5759
H 1.9169 3.7049 -3.3296
H 1.2833 4.0680 -1.8821
H 2.8673 5.7082 -2.5250
H 4.2757 4.5508 -2.8553
H 3.4105 5.6172 -0.3221
C 2.7996 -4.7987 0.4832
C 2.5036 -3.7814 1.6274
O 2.6986 -4.3555 2.9036
H 2.3923 -5.9087 0.7032
H 3.9640 -4.8109 0.4214
H 2.5043 -4.5794 -0.3906
H 1.4318 -3.4447 1.6423
H 3.1383 -2.7290 1.6159
H 2.4114 -3.6934 3.6344
C -3.4734 -3.7162 0.7366
C -3.4155 -3.1034 -0.5440
O -4.3873 -1.9875 -0.7574
H -2.8832 -4.6691 0.8668
H -4.5597 -3.9669 0.9673
H -3.1010 -3.1297 1.5449
H -3.6182 -3.7084 -1.4546
H -2.4232 -2.7797 -0.7884
H -4.0608 -1.3111 -1.3560
C -1.7743 0.2877 -5.0882
S -3.1602 -0.8116 -5.4726
O -3.3582 -0.6133 -6.9445
C -2.3000 -2.3169 -5.3560
H -1.6794 0.1145 -4.0085
H -1.9358 1.2726 -5.0926
H -0.9435 -0.1630 -5.5256
H -1.5535 -2.2286 -6.0426
H -2.8458 -3.0401 -5.7775
H -2.0744 -2.6099 -4.2390
C 4.5659 0.4965 1.1592
S 4.5941 2.2898 1.0497
O 5.5497 2.6284 2.2047
C 5.6684 2.3389 -0.3095
H 5.5069 -0.0845 1.1791
H 4.0169 0.2106 0.3567
H 3.9476 0.2342 2.0087
H 6.5469 2.0191 0.1376
H 5.6708 3.2677 -0.7353
H 5.1470 1.7253 -0.9664
C 1.7099 4.6367 2.7214
S 1.0082 5.7892 1.6585
O 2.1111 6.3591 0.9352
C 0.3910 4.5979 0.5591
H 2.1026 4.9630 3.5420
H 2.4916 4.0131 2.1298
H 0.8576 3.9308 2.9265
H 1.1121 4.0154 0.2766
H 0.0197 4.7677 -0.4540
H -0.2058 3.9334 1.0133
C 0.3549 -0.9975 0.7198
S 0.2255 0.7465 0.7103
O 1.5957 1.4717 0.5572
C -0.6290 0.6862 -0.9473
H 1.2143 -1.2632 1.3977
H 0.5771 -1.4381 -0.1192
H -0.4526 -1.3116 1.3287
H -1.3457 -0.0151 -0.5997
H -0.0864 0.2391 -1.6214
H -0.9593 1.5850 -1.1686
C 0.1624 -3.5959 5.5998
S 0.8311 -1.8986 5.6070
O 2.1560 -2.0688 4.8293
C -0.4103 -1.0994 4.6324
H 0.5431 -4.1543 6.5434
H 0.3883 -4.0316 4.6587
H -0.7151 -3.5181 5.9211
H -1.3757 -1.0651 5.1371
H -0.3867 -1.3953 3.7678
H -0.0224 -0.2019 4.4649
C -3.6373 2.7102 -1.8439
S -4.6250 1.3504 -2.0140
O -3.8619 0.0653 -2.1215
C -5.3976 1.1277 -0.4411
H -3.2949 2.8302 -0.9953
H -4.1742 3.6599 -2.1385
H -2.7563 2.5225 -2.3759
H -5.6917 2.0335 0.0763
H -4.5346 0.6442 0.1422
H -6.2056 0.4143 -0.2797

Cartesian forces (eV/Å) of the 3 atoms listed first:
-1.80 -1.08 -1.99
-0.74 -0.09 -0.61
-1.24 -0.36 -0.10

Going through the records in order, we get frontier orbital gap values of 9.979; 7.837 eV.
Going through the records in order, we get ΔE to the lowest compared entry with this formula, charge and spin values of 4.9034; 2.8455 eV.